C21H36BrFO2PS | ωB97M-V/def2-TZVPD

Output
Frontier orbital gap   4.8 eV
Highest occupied orbital energy   -9.803 eV
E_LUMO   -0.1830 Ha
Net charge   +1

The geometry in XYZ format:
```
63
Properties=species:S:1:pos:R:3:lowdin_charge:R:1
C 2.575 -3.793 0.804 -0.16
C 2.026 -3.309 2.272 -0.50
S 1.423 -1.508 2.292 0.75
C 2.255 -0.769 3.800 -0.62
P 1.081 0.328 4.879 0.74
F -0.552 0.442 4.256 -0.26
Br 0.891 -0.795 6.896 0.43
C 1.906 1.999 5.299 -0.27
C 1.776 3.151 4.137 -0.22
O 0.519 3.080 3.348 -0.23
C 0.016 4.461 3.332 -0.17
C -1.232 4.699 2.244 -0.16
O -0.777 4.876 0.861 -0.15
C -0.617 3.619 0.132 -0.14
C -0.046 3.750 -1.435 0.02
C 0.140 2.403 -2.410 -0.01
C -0.214 0.899 -1.866 -0.10
C -0.105 -0.495 -2.784 -0.44
C 0.450 -1.650 -1.774 -0.10
C 0.939 -0.118 -4.013 -0.10
C -1.573 -0.725 -3.436 -0.14
C -2.159 -2.245 -3.450 -0.49
C -3.531 -2.185 -4.410 -0.11
C -1.191 -3.365 -4.185 -0.09
C -2.739 -2.765 -1.970 -0.08
C -0.753 0.742 -0.301 -0.01
C -0.932 2.101 0.650 -0.01
H 2.291 -4.936 0.629 0.10
H 1.999 -3.182 -0.024 0.05
H 3.734 -3.684 0.650 0.09
H 2.896 -3.502 3.051 0.10
H 1.102 -3.958 2.590 0.09
H 2.625 -1.686 4.460 0.07
H 3.247 -0.152 3.556 0.10
H 3.072 1.779 5.417 0.13
H 1.556 2.360 6.377 0.12
H 1.765 4.197 4.710 0.14
H 2.727 3.207 3.421 0.16
H -0.434 4.793 4.385 0.15
H 0.861 5.204 3.000 0.15
H -2.110 3.925 2.386 0.14
H -1.697 5.750 2.571 0.15
H 0.196 4.833 -1.875 0.10
H 0.514 2.594 -3.511 0.09
H -0.279 -1.973 -0.917 0.06
H 1.417 -1.204 -1.240 0.09
H 0.859 -2.564 -2.420 0.09
H 1.948 0.303 -3.578 0.10
H 0.505 0.706 -4.755 0.09
H 1.157 -1.073 -4.652 0.08
H -2.372 0.009 -2.948 0.14
H -1.505 -0.376 -4.576 0.12
H -4.407 -1.690 -3.766 0.10
H -3.849 -3.236 -4.814 0.08
H -3.302 -1.415 -5.280 0.09
H -0.571 -3.927 -3.347 0.07
H -0.536 -2.934 -5.054 0.09
H -1.900 -4.202 -4.654 0.09
H -3.736 -3.345 -2.167 0.08
H -3.032 -1.768 -1.389 0.09
H -1.934 -3.360 -1.362 0.07
H -1.053 -0.271 0.204 0.07
H -1.326 1.950 1.758 0.07
```

C3H4O4V | ωB97M-V/def2-TZVPD

Output
Frontier orbital gap (alpha / beta)   8.9 / 8.5 eV
Highest occupied orbital energy (alpha / beta)   -14.452 / -14.200 eV
E_LUMO (alpha / beta)   -0.2053 / -0.2101 Ha
⟨S²⟩   6.0125
Net charge   +1
Energy above the lowest of the compared OMol25 structures with the same formula, charge and spin   0.00 kcal per mole
Spin multiplicity   5

The geometry in XYZ format:
```
12
Properties=species:S:1:pos:R:3:lowdin_charge:R:1
O -0.563 -0.680 0.610 0.07
C 0.766 -0.196 0.828 -0.11
C 0.785 1.301 0.544 -0.24
O 0.414 1.562 -0.743 0.08
C -1.012 -0.667 -0.648 -0.67
O -0.347 -1.235 -1.575 -0.05
V -1.992 -1.819 -2.256 1.35
H 1.434 -0.722 0.136 0.14
H 1.014 -0.400 1.876 0.15
H 1.772 1.744 0.775 0.15
H 0.025 1.809 1.180 0.17
O -2.296 -0.697 -0.728 -0.03
```

C2H4AuO | ωB97M-V/def2-TZVPD

Output
Frontier orbital gap (alpha / beta)   8.6 / 8.5 eV
Highest occupied orbital energy (alpha / beta)   -14.750 / -16.029 eV
E_LUMO (alpha / beta)   -0.2262 / -0.2766 Ha
⟨S²⟩   2.0155
Net charge   +1
Energy above the lowest of the compared OMol25 structures with the same formula, charge and spin   58.09 kcal per mole
Spin multiplicity   3

The geometry in XYZ format:
```
8
Properties=species:S:1:pos:R:3:lowdin_charge:R:1
H 0.455 2.308 0.829 0.05
C -0.304 -1.234 0.116 -0.05
C -0.564 0.138 -0.121 -0.07
O 0.744 1.843 0.044 -0.35
Au 1.526 0.268 -0.086 1.13
H -0.622 -1.699 1.063 0.09
H -0.208 -1.922 -0.736 0.09
H -1.028 0.298 -1.109 0.10
```

C39H45BN3O7S2V | ωB97M-V/def2-TZVPD

Output
Frontier orbital gap (alpha / beta)   5.6 / 4.9 eV
Highest occupied orbital energy (alpha / beta)   -3.466 / -2.776 eV
E_LUMO (alpha / beta)   0.0797 / 0.0797 Ha
⟨S²⟩   0.7686
Net charge   -1
Energy above the lowest of the compared OMol25 structures with the same formula, charge and spin   0.00 kcal per mole
Spin multiplicity   2

The geometry in XYZ format:
```
98
Properties=species:S:1:pos:R:3:lowdin_charge:R:1
V 0.723 -0.611 0.745 0.80
C 0.412 -1.807 -2.348 -0.07
O 1.258 -0.856 -1.693 -0.23
C 2.627 -1.091 -1.943 -0.19
C 3.424 -0.299 -0.955 -0.16
O 3.235 -0.934 0.306 -0.21
C 3.889 -0.282 1.388 -0.17
C 3.405 -0.938 2.643 -0.19
O 2.034 -0.619 2.796 -0.25
C 1.543 -0.888 4.100 -0.06
H 0.784 -2.822 -2.192 0.09
H 0.365 -1.591 -3.419 0.10
H -0.578 -1.733 -1.908 0.07
H 2.895 -0.791 -2.962 0.13
H 2.843 -2.157 -1.824 0.12
H 3.067 0.733 -0.907 0.13
H 4.483 -0.304 -1.233 0.13
H 3.637 0.780 1.396 0.12
H 4.975 -0.400 1.307 0.14
H 3.981 -0.547 3.487 0.13
H 3.532 -2.025 2.600 0.13
H 2.106 -0.307 4.835 0.09
H 1.630 -1.953 4.332 0.10
H 0.498 -0.602 4.126 0.09
C 3.952 7.068 -0.755 -0.06
C 2.920 7.180 0.376 -0.57
C 2.134 8.476 0.178 -0.08
C 3.660 7.274 1.719 -0.06
C 2.011 5.945 0.366 -0.19
C 0.642 6.026 0.142 -0.05
C -0.186 4.888 0.132 0.01
C 0.401 3.669 0.354 -0.24
O -0.166 2.440 0.400 0.09
B 0.871 1.446 0.664 -0.38
O 2.102 2.268 0.764 0.03
C 1.768 3.573 0.578 -0.22
C 2.583 4.675 0.588 0.04
H 4.618 7.938 -0.756 0.08
H 3.452 7.015 -1.725 0.09
H 4.566 6.171 -0.646 0.07
H 2.820 9.327 0.225 0.08
H 1.378 8.610 0.956 0.08
H 1.635 8.501 -0.794 0.08
H 4.282 8.175 1.750 0.08
H 4.308 6.411 1.882 0.07
H 2.946 7.318 2.546 0.09
H 0.179 6.989 -0.032 0.09
H -1.253 4.969 -0.044 0.11
H 3.648 4.556 0.762 0.12
N -2.755 -4.694 -5.906 0.08
C -2.578 -4.715 -4.515 -0.33
C -2.121 -5.863 -3.877 -0.04
C -1.996 -5.897 -2.493 -0.06
C -2.328 -4.781 -1.741 -0.28
C -2.785 -3.625 -2.374 -0.05
C -2.910 -3.595 -3.749 -0.03
S -2.130 -4.777 0.015 0.54
O -3.358 -4.270 0.567 -0.31
O -1.718 -6.120 0.373 -0.40
N -1.000 -3.694 0.228 -0.11
C 0.292 -4.024 0.297 -0.67
S 0.952 -5.668 0.125 1.02
C 2.552 -5.039 0.208 -0.44
C 2.509 -3.705 0.373 -0.29
N 1.261 -3.111 0.418 0.00
H -2.179 -5.343 -6.415 0.08
H -2.750 -3.776 -6.317 0.08
H -1.863 -6.737 -4.468 0.10
H -1.641 -6.785 -1.985 0.11
H -3.044 -2.755 -1.781 0.10
H -3.275 -2.697 -4.238 0.11
H 3.421 -5.678 0.171 0.05
H 3.376 -3.074 0.472 0.09
C -5.880 -0.514 -1.755 -0.11
C -4.963 0.334 -2.365 -0.11
C -3.673 0.439 -1.861 -0.05
C -3.267 -0.280 -0.734 -0.21
C -4.197 -1.136 -0.139 -0.05
C -5.484 -1.250 -0.645 -0.08
C -1.862 -0.142 -0.272 -0.11
C -1.262 -0.463 0.884 -0.22
C -1.942 -0.847 2.143 -0.23
C -1.525 -1.957 2.884 -0.07
C -2.120 -2.286 4.095 -0.09
C -3.136 -1.494 4.614 -0.11
C -3.544 -0.368 3.905 -0.10
C -2.957 -0.054 2.689 -0.05
H -6.887 -0.608 -2.147 0.09
H -5.251 0.911 -3.237 0.09
H -2.954 1.096 -2.342 0.11
H -3.897 -1.754 0.694 0.10
H -6.176 -1.940 -0.175 0.10
H -1.220 0.318 -1.028 0.09
H -0.750 -2.600 2.478 0.09
H -1.804 -3.179 4.622 0.10
H -3.610 -1.753 5.554 0.09
H -4.332 0.265 4.299 0.09
H -3.280 0.826 2.144 0.12
```